No. 1
Molecular formula: C58H146N10O19
Method: DFT, ωB97M-V/def2-TZVPD

strongest force on any atom: 4.01 eV Å⁻¹
SMILES string: COC[C@H](C)N.COCCNCCOC.COCCNCCOC.COCCNCCOC.COCCNCCOC.COCCNCCOC.COCCNCCOC.COCCNCCOC.COCCNCCOC.COCCNCCOC
relative energy (zero: lowest compared OMol25 entry of this formula, charge and spin): 589.10 kJ/mol

The geometry in ORCA input format:
```
! RIJCOSX wB97M-V def2-TZVPD def2/J DEFGRID3
* xyz 0 1
C -0.35 -4.88 0.38
O -1.07 -3.76 -0.09
C -2.29 -4.10 -0.68
C -2.91 -2.84 -1.41
C -3.27 -1.70 -0.40
N -4.20 -3.20 -1.95
H -0.87 -5.58 1.05
H 0.55 -4.73 0.97
H -0.05 -5.50 -0.47
H -2.08 -4.87 -1.42
H -2.90 -4.50 0.13
H -2.24 -2.41 -2.15
H -3.95 -1.95 0.41
H -3.62 -0.83 -0.94
H -2.37 -1.42 0.15
H -4.85 -3.63 -1.30
H -4.66 -2.36 -2.28
C -2.67 0.71 -5.48
O -3.92 0.31 -4.90
C -3.93 -1.13 -4.60
C -5.33 -1.46 -4.24
N -5.77 -0.69 -3.08
C -7.17 -0.90 -2.72
C -7.47 -0.19 -1.36
O -7.81 1.17 -1.44
C -6.70 2.05 -1.76
H -2.69 0.65 -6.57
H -1.78 0.14 -5.21
H -2.34 1.71 -5.18
H -3.22 -1.45 -3.84
H -3.76 -1.61 -5.56
H -5.47 -2.53 -4.07
H -5.95 -1.21 -5.10
H -5.57 0.29 -3.19
H -7.41 -1.96 -2.69
H -7.77 -0.49 -3.54
H -6.69 -0.39 -0.62
H -8.34 -0.69 -0.94
H -6.41 1.83 -2.79
H -5.82 2.08 -1.13
H -7.08 3.08 -1.78
C 5.03 -7.86 9.38
O 4.64 -6.60 8.96
C 4.13 -6.54 7.61
C 3.54 -5.10 7.34
N 3.24 -4.92 5.91
C 2.83 -3.56 5.60
C 2.35 -3.55 4.11
O 3.53 -3.69 3.29
C 3.45 -3.33 1.97
H 5.67 -8.24 8.58
H 4.18 -8.52 9.55
H 5.71 -7.76 10.22
H 3.32 -7.26 7.51
H 4.84 -6.82 6.83
H 4.22 -4.33 7.68
H 2.63 -4.89 7.91
H 3.96 -5.22 5.27
H 3.62 -2.83 5.81
H 1.96 -3.23 6.17
H 1.84 -2.62 3.86
H 1.67 -4.38 3.91
H 4.41 -3.50 1.47
H 3.14 -2.29 1.92
H 2.66 -3.93 1.50
C -2.06 2.23 -2.28
O -0.79 1.91 -1.72
C -0.10 1.00 -2.49
C 1.28 0.80 -1.80
N 1.16 0.55 -0.39
C 0.48 -0.65 -0.10
C 0.56 -0.90 1.38
O -0.31 0.01 2.01
C -0.04 0.23 3.37
H -2.69 1.39 -2.59
H -1.91 2.76 -3.22
H -2.63 3.00 -1.76
H 0.03 1.35 -3.52
H -0.64 0.06 -2.54
H 1.92 1.60 -2.16
H 1.79 -0.04 -2.28
H 0.44 1.23 -0.18
H 0.85 -1.57 -0.56
H -0.57 -0.56 -0.35
H 1.58 -0.69 1.72
H 0.42 -1.95 1.61
H -0.68 1.01 3.78
H 1.01 0.46 3.52
H -0.49 -0.60 3.91
C 5.62 -0.87 4.11
O 6.06 0.26 4.83
C 5.12 0.67 5.84
C 3.83 1.31 5.25
N 4.30 2.39 4.38
C 3.41 2.82 3.32
C 3.42 1.81 2.14
O 4.77 1.59 1.67
C 4.85 0.67 0.61
H 4.73 -0.76 3.48
H 5.39 -1.71 4.76
H 6.43 -1.14 3.44
H 5.66 1.41 6.43
H 4.81 -0.17 6.47
H 3.14 1.70 6.00
H 3.31 0.56 4.65
H 5.13 2.05 3.92
H 3.71 3.70 2.75
H 2.39 2.92 3.69
H 2.83 2.27 1.35
H 2.94 0.90 2.51
H 4.21 -0.19 0.79
H 5.91 0.45 0.46
H 4.50 1.23 -0.25
C -0.04 -2.00 -4.70
O 0.66 -0.74 -4.85
C 1.14 -0.48 -6.14
C 1.49 1.03 -6.29
N 0.41 1.77 -7.02
C 0.80 3.14 -7.42
C 1.24 4.04 -6.27
O 0.25 3.85 -5.27
C 0.52 4.46 -3.98
H -0.96 -1.92 -5.26
H -0.29 -2.10 -3.64
H 0.57 -2.87 -4.95
H 0.45 -0.80 -6.93
H 2.07 -1.05 -6.14
H 2.43 1.24 -6.80
H 1.73 1.46 -5.32
H -0.31 2.00 -6.35
H -0.08 3.60 -7.88
H 1.55 3.17 -8.21
H 1.23 5.08 -6.59
H 2.23 3.73 -5.93
H -0.30 4.53 -3.26
H 0.81 5.48 -4.23
H 1.43 4.06 -3.53
C -4.68 4.27 -3.74
O -4.72 4.81 -2.42
C -5.17 6.17 -2.41
C -5.56 6.62 -0.95
N -6.03 7.89 -0.78
C -7.15 8.28 -1.67
C -8.39 7.44 -1.60
O -9.17 7.88 -2.71
C -10.51 7.38 -2.79
H -5.73 4.15 -4.02
H -4.26 3.27 -3.79
H -4.08 4.90 -4.39
H -6.10 6.19 -2.99
H -4.38 6.84 -2.72
H -4.76 6.45 -0.23
H -6.35 5.92 -0.68
H -6.37 8.01 0.17
H -6.89 8.20 -2.72
H -7.41 9.31 -1.42
H -9.02 7.72 -0.76
H -8.17 6.39 -1.46
H -10.62 6.29 -2.83
H -11.10 7.73 -3.64
H -11.17 7.79 -2.03
C 3.37 -2.70 -3.40
O 3.79 -3.95 -2.80
C 2.82 -4.51 -1.88
C 3.54 -5.61 -1.10
N 3.66 -6.76 -2.03
C 4.71 -7.74 -1.67
C 4.63 -9.00 -2.60
O 5.28 -10.04 -1.88
C 5.32 -11.26 -2.61
H 3.17 -2.89 -4.45
H 4.14 -1.93 -3.37
H 2.51 -2.25 -2.91
H 1.95 -5.00 -2.33
H 2.45 -3.79 -1.15
H 2.95 -5.88 -0.22
H 4.52 -5.24 -0.80
H 3.79 -6.27 -2.90
H 4.58 -8.15 -0.66
H 5.75 -7.42 -1.72
H 5.06 -8.72 -3.56
H 3.63 -9.39 -2.83
H 4.37 -11.53 -3.07
H 5.75 -11.90 -1.83
H 6.00 -11.24 -3.45
C -0.07 2.70 6.27
O -0.46 1.38 6.50
C 0.28 0.59 7.38
C -0.39 -0.77 7.70
N -0.18 -1.71 6.60
C -1.04 -2.88 6.57
C -2.44 -2.39 6.10
O -2.63 -2.02 4.70
C -2.47 -3.09 3.74
H -0.78 3.20 5.61
H 0.93 2.73 5.84
H -0.04 3.28 7.19
H 0.40 1.21 8.27
H 1.23 0.38 6.89
H -1.46 -0.75 7.89
H 0.03 -1.21 8.60
H -0.39 -1.26 5.72
H -1.29 -3.25 7.56
H -0.65 -3.67 5.93
H -2.87 -1.64 6.76
H -3.13 -3.23 6.23
H -2.94 -2.76 2.81
H -2.85 -4.08 3.99
H -1.41 -3.23 3.51
C -0.32 4.69 2.37
O 0.90 4.89 1.60
C 0.96 4.28 0.30
C 2.36 4.21 -0.36
N 2.67 5.47 -1.11
C 4.01 5.34 -1.69
C 4.14 6.48 -2.75
O 3.14 6.35 -3.73
C 3.32 6.89 -5.06
H -1.14 5.14 1.81
H -0.13 5.19 3.32
H -0.58 3.64 2.53
H 0.28 4.80 -0.38
H 0.68 3.24 0.44
H 2.45 3.36 -1.05
H 3.16 3.94 0.33
H 2.14 5.61 -1.96
H 4.20 4.41 -2.23
H 4.85 5.41 -1.00
H 5.16 6.64 -3.11
H 3.94 7.44 -2.27
H 3.47 7.96 -4.94
H 2.42 6.70 -5.63
H 4.17 6.46 -5.60
*
```

These are the Mulliken partial charges, in e, on atoms 1 to 99: -0.701, 0.169, -1.456, 2.669, -0.348, -0.557, 0.422, -0.127, 0.366, 0.410, 0.330, -1.634, 0.339, 0.062, -0.275, 0.337, 0.045, -0.813, -0.437, 1.149, -1.657, 0.683, -0.841, -0.654, -0.443, -0.401, 0.506, 0.174, 0.143, -0.846, 0.622, 0.493, 0.596, -0.507, 0.549, 0.435, 0.299, 0.363, 0.242, 0.347, 0.112, -0.743, -0.290, -0.400, -0.660, -0.274, -0.049, 0.041, -0.425, 0.696, 0.316, 0.282, 0.258, 0.333, 0.340, 0.311, 0.221, 0.325, 0.032, 0.019, -0.063, 0.252, 0.380, -0.443, -0.508, -0.858, -0.430, 1.299, -1.051, 0.962, -0.607, 1.770, -0.550, 0.324, -0.045, 0.016, 0.536, 0.395, -0.492, -0.011, -0.313, -0.529, -0.161, 0.339, -1.124, 0.254, 0.280, 0.208, -0.612, -0.352, -0.436, -1.078, 0.682, -0.421, -0.846, 1.699, -0.527, -0.341, -0.024


No. 2
Molecular formula: C5H11N3
Method: DFT, ωB97M-V/def2-TZVPD

strongest force on any atom: 11.52 eV Å⁻¹
relative energy (zero: lowest compared OMol25 entry of this formula, charge and spin): 787.23 kJ/mol

The geometry in ORCA input format:
```
! RIJCOSX wB97M-V def2-TZVPD def2/J DEFGRID3
* xyz 0 1
C 1.94 -0.23 -0.30
C -0.05 1.02 0.41
C -0.88 1.14 -0.65
C -1.86 -0.23 -0.38
C -0.31 -0.36 1.34
H 1.70 -2.01 -0.96
H 3.12 -0.27 -0.56
H 1.78 1.91 -0.07
H 0.05 1.87 1.24
H -0.44 0.48 -1.52
H -1.56 2.01 -1.11
H -2.00 -0.89 -1.31
H -2.82 0.12 -0.17
H -0.68 -1.98 0.09
H -0.42 -0.14 2.46
H 0.98 -0.96 0.94
N 1.27 -1.28 -0.40
N 1.51 0.87 0.46
N -1.33 -1.07 0.49
*
```

Here is what natural (NBO) gives for the atomic charges, in e: 0.306, -0.122, -0.545, -0.154, -0.289, 0.382, 0.165, 0.387, 0.220, 0.241, 0.251, 0.176, 0.166, 0.381, 0.199, 0.279, -0.767, -0.622, -0.654


No. 3
Molecular formula: C19H38O13S5
Method: DFT, ωB97M-V/def2-TZVPD

strongest force on any atom: 4.90 eV Å⁻¹
relative energy (zero: lowest compared OMol25 entry of this formula, charge and spin): 0.00 kJ/mol

The geometry in ORCA input format:
```
! RIJCOSX wB97M-V def2-TZVPD def2/J DEFGRID3
* xyz 0 1
C -4.11 2.58 -5.47
C -4.21 3.94 -5.85
O -2.98 4.59 -6.26
S -2.36 5.53 -4.97
O -1.68 6.68 -5.69
O -1.11 4.71 -4.20
C -1.59 3.72 -3.25
O -0.79 2.51 -3.39
O -1.57 1.46 -3.81
H -4.83 2.10 -4.75
H -3.23 1.97 -5.88
H -5.21 4.47 -5.77
H -2.71 3.53 -3.29
H -1.37 4.11 -2.18
H -1.29 1.28 -4.74
C 3.16 0.30 -0.62
C 2.18 -0.86 -0.45
C 0.92 -0.52 -1.25
S 1.45 0.54 -2.59
O 0.86 1.85 -2.40
O 1.34 -0.17 -3.84
C 3.17 0.62 -2.11
H 4.15 0.04 -0.26
H 2.80 1.17 -0.06
H 2.63 -1.78 -0.85
H 1.94 -1.04 0.60
H 0.45 -1.41 -1.67
H 0.20 0.03 -0.65
H 3.58 1.60 -2.34
H 3.70 -0.15 -2.67
C -4.28 -0.75 2.34
C -4.24 -0.09 0.96
C -2.85 0.51 0.78
S -1.74 -0.49 1.77
O -1.22 0.33 2.84
O -0.88 -1.26 0.90
C -3.00 -1.56 2.44
H -5.16 -1.38 2.46
H -4.31 0.01 3.12
H -4.42 -0.84 0.19
H -5.02 0.68 0.86
H -2.53 0.48 -0.26
H -2.80 1.54 1.16
H -2.74 -1.84 3.46
H -3.04 -2.46 1.81
C 7.79 0.60 -3.94
C 9.06 0.06 -3.28
C 8.71 -0.28 -1.83
S 6.97 -0.67 -1.81
O 6.28 0.33 -1.04
O 6.80 -2.09 -1.57
C 6.67 -0.35 -3.54
H 7.90 0.67 -5.03
H 7.58 1.61 -3.56
H 9.38 -0.85 -3.81
H 9.88 0.77 -3.34
H 9.28 -1.14 -1.47
H 8.88 0.57 -1.17
H 5.68 0.07 -3.68
H 6.76 -1.30 -4.08
C -4.57 -3.62 8.31
C -3.58 -2.45 8.30
C -3.04 -2.33 6.88
S -4.32 -2.95 5.79
O -3.83 -4.16 5.15
O -4.89 -1.86 5.04
C -5.46 -3.42 7.09
H -5.16 -3.64 9.23
H -4.03 -4.57 8.24
H -4.10 -1.53 8.58
H -2.77 -2.60 9.02
H -2.82 -1.29 6.62
H -2.15 -2.94 6.73
H -6.00 -4.32 6.80
H -6.15 -2.59 7.23
*
```

Here is what Mulliken gives for the atomic charges, in e: -0.452, -0.076, -0.289, 0.653, -0.523, -0.222, -0.258, -0.059, -0.362, 0.275, 0.172, 0.299, 0.288, 0.214, 0.291, -0.575, -0.770, -0.339, 1.275, -0.591, -0.773, -0.605, 0.357, 0.297, 0.268, 0.360, 0.534, -0.062, 0.567, 0.046, -0.445, -0.903, -0.422, 1.212, -0.714, -0.619, -0.511, 0.385, 0.274, 0.339, 0.365, 0.184, 0.431, 0.092, 0.340, -0.718, -0.651, -0.667, 1.257, -0.643, -0.721, -0.392, 0.385, 0.312, 0.297, 0.329, 0.334, 0.353, 0.184, 0.376, -0.590, -0.681, -0.615, 1.168, -0.680, -0.642, -0.721, 0.355, 0.287, 0.304, 0.323, 0.367, 0.403, 0.403, 0.337


No. 4
Molecular formula: C22H12ClN6O4S2Zn
Method: DFT, ωB97M-V/def2-TZVPD

strongest force on any atom: 0.32 eV Å⁻¹
relative energy (zero: lowest compared OMol25 entry of this formula, charge and spin): 0.00 kJ/mol

The geometry in ORCA input format:
```
! RIJCOSX wB97M-V def2-TZVPD def2/J DEFGRID3
* xyz -1 1
Zn 0.08 -0.23 0.24
S 0.31 -0.37 2.58
C 1.87 -1.14 2.64
C 2.32 -1.65 3.87
C 3.54 -2.29 4.01
C 3.92 -2.79 5.30
N 4.22 -3.19 6.33
C 4.37 -2.43 2.89
C 3.95 -1.93 1.67
C 2.72 -1.29 1.51
S 2.30 -0.74 -0.10
C 5.64 -3.10 2.99
N 6.65 -3.64 3.06
H 1.68 -1.54 4.73
H 4.59 -2.05 0.81
O -5.71 -0.08 -0.25
C -5.35 -1.35 -0.26
O -6.15 -2.25 -0.33
C -3.89 -1.63 -0.16
C -3.32 -2.90 -0.15
Cl -4.04 -4.44 -0.16
N -1.97 -2.76 -0.08
N -1.65 -1.46 -0.02
C -2.77 -0.77 -0.06
C -2.62 0.75 0.00
O -3.66 1.43 -0.07
O -1.44 1.16 0.11
C -0.93 -3.74 -0.02
C 0.00 -3.65 1.00
C 1.05 -4.56 1.03
C 1.15 -5.54 0.05
C 0.20 -5.62 -0.96
C -0.84 -4.71 -1.01
H -4.91 0.56 -0.20
H -0.10 -2.87 1.75
H 1.79 -4.49 1.81
H 1.97 -6.24 0.08
H 0.29 -6.38 -1.73
H -1.57 -4.73 -1.81
N -0.68 -0.02 -4.26
C 0.59 0.50 -4.24
C 0.97 0.47 -2.94
N -0.04 -0.05 -2.16
C -1.02 -0.33 -2.99
H -1.27 -0.14 -5.07
H 1.09 0.82 -5.13
H 1.90 0.79 -2.49
H -1.98 -0.74 -2.72
*
```

Here is what natural (NBO) gives for the atomic charges, in e: 1.552, -0.473, -0.181, -0.176, -0.163, 0.293, -0.337, -0.178, -0.181, -0.167, -0.501, 0.295, -0.341, 0.230, 0.228, -0.685, 0.783, -0.608, -0.283, 0.173, 0.094, -0.201, -0.351, 0.059, 0.783, -0.691, -0.782, 0.189, -0.232, -0.180, -0.201, -0.214, -0.223, 0.509, 0.261, 0.229, 0.215, 0.212, 0.219, -0.515, -0.114, -0.078, -0.525, 0.185, 0.417, 0.217, 0.233, 0.206


No. 5
Molecular formula: C3H7N3
Method: DFT, ωB97M-V/def2-TZVPD

strongest force on any atom: 1.45 eV Å⁻¹
SMILES string: [H]/N=N/C(C)=C/N
relative energy (zero: lowest compared OMol25 entry of this formula, charge and spin): 269.64 kJ/mol

The geometry in ORCA input format:
```
! RIJCOSX wB97M-V def2-TZVPD def2/J DEFGRID3
* xyz 0 1
H 2.19 0.67 -1.89
N 1.71 0.82 -0.99
N 1.69 -0.32 -0.28
C 0.44 -0.44 0.11
C 0.00 -1.19 1.33
C -0.35 0.41 -0.74
N -1.45 1.07 -0.33
H -0.94 -1.72 1.16
H -0.15 -0.52 2.19
H 0.78 -1.90 1.61
H -0.33 0.21 -1.81
H -1.51 1.40 0.62
H -2.06 1.52 -0.99
*
```

Here is what natural (NBO) gives for the atomic charges, in e: 0.316, -0.493, -0.209, 0.027, -0.650, 0.121, -0.773, 0.214, 0.210, 0.241, 0.209, 0.394, 0.395


No. 6
Molecular formula: C5H15N3O
Method: DFT, ωB97M-V/def2-TZVPD

strongest force on any atom: 2.79 eV Å⁻¹
SMILES string: C=NN(C)C.C=N.CO
relative energy (zero: lowest compared OMol25 entry of this formula, charge and spin): 494.09 kJ/mol

The geometry in ORCA input format:
```
! RIJCOSX wB97M-V def2-TZVPD def2/J DEFGRID3
* xyz 0 1
C 2.00 -1.02 -1.72
N 1.38 -1.25 -0.63
N 1.28 -0.33 0.35
C 1.08 -0.90 1.67
C 1.98 0.94 0.28
H 2.02 -1.83 -2.44
H 2.47 -0.08 -2.00
H 2.03 -1.16 2.15
H 0.48 -1.80 1.58
H 0.55 -0.18 2.29
H 1.63 1.56 1.10
H 1.74 1.45 -0.65
H 3.07 0.81 0.33
C -2.47 1.47 0.51
N -1.18 1.80 0.56
H -2.97 1.28 1.45
H -3.12 1.64 -0.35
H -0.87 2.20 -0.32
C -2.01 -1.01 -0.97
O -1.99 -0.42 0.32
H -3.03 -1.33 -1.21
H -1.67 -0.30 -1.74
H -1.34 -1.87 -1.00
H -1.07 0.31 0.45
*
```

Here is what natural (NBO) gives for the atomic charges, in e: -0.225, -0.215, -0.262, -0.408, -0.445, 0.185, 0.155, 0.177, 0.226, 0.206, 0.230, 0.199, 0.184, 0.110, -0.859, 0.180, 0.167, 0.342, -0.258, -0.739, 0.178, 0.156, 0.195, 0.519